Entry A
ORCA calculation (ωB97M-V/def2-TZVPD) on 2 unconnected molecules or ions with the total composition C2H2OS.

Each atom is followed by the atoms it is bonded to, with distances in Å.
Element x y z (Å)
1 C 1.726 -0.374 0.338  C2 1.194, H5 1.052
2 C 1.258 0.519 -0.303  C1 1.194, H6 1.048
3 O -3.257 -0.803 -0.230  S4 1.465
4 S -2.739 0.508 0.167  O3 1.465
5 H 2.177 -1.158 0.875  C1 1.052
6 H 0.835 1.308 -0.847  C2 1.048

Computed properties:
Kohn-Sham gap (spin up / spin down): 7.81 / 7.75 eV
Structure (SMILES): C#C.O=S
Total charge: 0
Molar mass: 74.10 g/mol

=====

Entry B
ORCA calculation (ωB97M-V/def2-TZVPD) on 2 unconnected molecules or ions with the total composition C2H2OS.

Each atom is followed by the atoms it is bonded to, with distances in Å.
Element x y z (Å)
1 C -0.054 -0.053 0.965  C2 1.232, H5 1.016
2 C -0.181 -0.227 -0.248  C1 1.232, H6 1.033
3 O 1.353 2.716 -1.275  S4 1.458
4 S 0.177 2.181 -1.950  O3 1.458
5 H -0.095 -0.037 1.980  C1 1.016
6 H -0.047 -0.504 -1.233  C2 1.033

Computed properties:
Kohn-Sham gap (spin up / spin down): 7.82 / 7.49 eV
Structure (SMILES): C#C.O=S
Total charge: 0
Molar mass: 74.10 g/mol

=====

Entry C
ORCA calculation (ωB97M-V/def2-TZVPD) on 2 unconnected molecules or ions with the total composition C2H2OS.

Each atom is followed by the atoms it is bonded to, with distances in Å.
Element x y z (Å)
1 C -0.891 -0.291 0.409  C2 1.232, H5 1.137
2 C -0.903 0.096 -0.761  C1 1.232, H6 1.029
3 O 1.437 0.406 0.903  S4 1.467
4 S 2.117 0.004 -0.334  O3 1.467
5 H -1.024 -1.024 1.267  C1 1.137
6 H -0.737 0.809 -1.483  C2 1.029

Computed properties:
Kohn-Sham gap (spin up / spin down): 7.69 / 7.67 eV
Structure (SMILES): C#C.O=S
Total charge: 0
Molar mass: 74.10 g/mol

=====

Name the least stable of them. entry C.

=====

Entry A
ORCA calculation (ωB97M-V/def2-TZVPD) on a gas-phase ion, C4H3N2 (charge +1).

Each atom is followed by the atoms it is bonded to, with distances in Å.
Element x y z (Å)
1 C -1.276 0.091 -0.003  C2 1.432, N5 1.412, N6 1.252
2 C -2.612 0.607 0.001  C1 1.432, N5 1.286, H7 1.068
3 C 1.180 -0.225 -0.007  C4 1.279, N6 1.232
4 C 2.450 -0.375 0.000  C3 1.279, H8 1.083, H9 1.082
5 N -2.464 -0.671 0.007  C1 1.412, C2 1.286
6 N -0.025 0.032 -0.008  C1 1.252, C3 1.232
7 H -3.293 1.430 0.003  C2 1.068
8 H 3.132 0.466 0.001  C4 1.083
9 H 2.909 -1.355 0.005  C4 1.082

Computed properties:
Kohn-Sham gap: 10.24 eV
Structure (SMILES): C=C=[N+]=c1cn1
Total charge: +1
Molar mass: 79.08 g/mol

=====

Entry B
ORCA calculation (ωB97M-V/def2-TZVPD) on a gas-phase ion, C4H3N2 (charge +1).

Each atom is followed by the atoms it is bonded to, with distances in Å.
Element x y z (Å)
1 C 1.519 -0.079 -0.180  C2 1.403, N5 1.363, N6 1.266
2 C 1.175 1.159 0.385  C1 1.403, N5 1.317, H7 1.044
3 C -0.437 -0.746 -0.156  C4 1.249, N6 1.295
4 C -1.669 -0.664 0.030  C3 1.249, H8 1.150, H9 1.068
5 N 2.416 0.930 0.007  C1 1.363, C2 1.317
6 N 0.792 -1.101 -0.356  C1 1.266, C3 1.295
7 H 0.444 1.884 0.560  C2 1.044
8 H -1.845 -0.945 -1.071  C4 1.150
9 H -2.395 -0.438 0.780  C4 1.068

Computed properties:
Kohn-Sham gap: 9.87 eV
Structure (SMILES): C=C=[N+]=c1cn1
Total charge: +1
Molar mass: 79.08 g/mol

=====

Name the least stable of them. entry B.

=====

Entry A
ORCA calculation (ωB97M-V/def2-TZVPD) on C2H6N2OS in the gas phase.

Each atom is followed by the atoms it is bonded to, with distances in Å.
Element x y z (Å)
1 C -1.626 -1.057 -0.104  H3 1.127, H4 1.086, H5 1.056, O11 1.412
2 C 0.096 0.472 -0.109  N9 1.244, N10 1.453, O11 1.370
3 H -2.162 -0.252 -0.682  C1 1.127
4 H -1.845 -2.081 -0.392  C1 1.086
5 H -1.913 -0.943 0.905  C1 1.056
6 H -0.156 2.368 -0.012  N9 1.031
7 H 1.778 1.599 -0.271  N10 1.053
8 H 2.467 -0.815 1.251  S12 1.376
9 N -0.624 1.459 0.125  C2 1.244, H6 1.031
10 N 1.506 0.596 -0.439  C2 1.453, H7 1.053, S12 1.666
11 O -0.232 -0.854 -0.209  C1 1.412, C2 1.370
12 S 2.711 -0.491 -0.064  H8 1.376, N10 1.666

Computed properties:
Kohn-Sham gap: 9.85 eV
Structure (SMILES): [H]/N=C(\NS)OC
Total charge: 0
Molar mass: 106.15 g/mol

=====

Entry B
ORCA calculation (ωB97M-V/def2-TZVPD) on C2H6N2OS in the gas phase.

Each atom is followed by the atoms it is bonded to, with distances in Å.
Element x y z (Å)
1 C -0.210 1.511 -0.084  C2 1.473, H3 1.116, H4 1.140, H5 1.101
2 C 0.327 0.139 -0.082  C1 1.473, N9 1.415, N10 1.288
3 H -0.849 1.680 -0.983  C1 1.116
4 H -0.884 1.618 0.829  C1 1.140
5 H 0.632 2.220 -0.043  C1 1.101
6 H -0.148 -1.830 -0.245  N9 0.999
7 H -2.586 -0.973 1.114  S12 1.367
8 H 2.951 -1.318 -0.011  O11 0.975
9 N -0.582 -0.944 -0.090  C2 1.415, H6 0.999, S12 1.670
10 N 1.605 -0.015 -0.141  C2 1.288, O11 1.394
11 O 1.979 -1.356 -0.080  H8 0.975, N10 1.394
12 S -2.236 -0.730 -0.185  H7 1.367, N9 1.670

Computed properties:
Kohn-Sham gap: 9.50 eV
Structure (SMILES): C/C(=N/O)NS
Total charge: 0
Molar mass: 106.15 g/mol

=====

Entry C
ORCA calculation (ωB97M-V/def2-TZVPD) on C2H6N2OS in the gas phase.

Each atom is followed by the atoms it is bonded to, with distances in Å.
Element x y z (Å)
1 C -0.310 -0.192 1.336  C2 1.543, H3 1.149, H4 1.053, H5 1.267
2 C -0.321 0.296 -0.128  C1 1.543, N9 1.297, N10 1.294
3 H -0.364 -1.332 1.202  C1 1.149
4 H -1.233 0.020 1.797  C1 1.053
5 H 0.704 0.273 1.938  C1 1.267
6 H 1.494 0.417 0.147  N9 1.191
7 H 0.874 -2.269 0.069  S12 1.487
8 H -0.119 1.741 -1.936  O11 1.148
9 N 0.790 0.218 -0.793  C2 1.297, H6 1.191, S12 1.820
10 N -1.388 0.819 -0.640  C2 1.294, O11 1.368
11 O -1.240 1.535 -1.795  H8 1.148, N10 1.368
12 S 1.113 -1.526 -1.197  H7 1.487, N9 1.820

Computed properties:
Kohn-Sham gap: 9.19 eV
Structure (SMILES): C/C(=N/O)NS
Total charge: 0
Molar mass: 106.15 g/mol

=====

Name the least stable of them. entry C.

=====

Entry A
ORCA calculation (ωB97M-V/def2-TZVPD) on CH4NO2P in the gas phase.

Each atom is followed by the atoms it is bonded to, with distances in Å.
Element x y z (Å)
1 C 0.791 1.113 -0.163  O3 1.406, O4 1.397, P5 2.188, H6 1.120, H7 1.166
2 N -1.201 -1.252 0.333  P5 1.656, H8 0.991, H9 1.066
3 O 1.139 -0.222 0.105  C1 1.406, P5 1.763
4 O -0.566 0.970 -0.462  C1 1.397, P5 1.726
5 P -0.246 -0.671 -0.889  C1 2.188, N2 1.656, O3 1.763, O4 1.726
6 H 0.887 1.891 0.637  C1 1.120
7 H 1.548 1.467 -0.977  C1 1.166
8 H -0.879 -1.026 1.242  N2 0.991
9 H -1.474 -2.270 0.174  N2 1.066

Computed properties:
Kohn-Sham gap: 10.53 eV
Total charge: 0
Molar mass: 93.02 g/mol

=====

Entry B
ORCA calculation (ωB97M-V/def2-TZVPD) on CH4NO2P in the gas phase.

Each atom is followed by the atoms it is bonded to, with distances in Å.
Element x y z (Å)
1 C -0.618 -0.306 -0.220  N2 1.297, O3 1.181, O4 1.691
2 N -1.467 0.573 0.215  C1 1.297, H6 1.050, H7 0.981
3 O -0.582 -1.448 -0.515  C1 1.181
4 O 0.751 0.657 -0.459  C1 1.691, P5 1.563
5 P 2.123 0.000 -0.102  O4 1.563, H8 1.538, H9 1.443
6 H -2.494 0.397 0.091  N2 1.050
7 H -1.140 1.476 0.016  N2 0.981
8 H 1.774 -0.024 1.396  P5 1.538
9 H 1.651 -1.325 -0.423  P5 1.443

Computed properties:
Kohn-Sham gap: 9.43 eV
Structure (SMILES): NC(=O)OP
Total charge: 0
Molar mass: 93.02 g/mol

=====

Name the least stable of them. entry B.

=====

Entry A
ORCA calculation (ωB97M-V/def2-TZVPD) on 2 unconnected molecules or ions with the total composition C3H2Cl2O2.

Each atom is followed by the atoms it is bonded to, with distances in Å.
Element x y z (Å)
1 C 0.672 0.116 -1.162  C2 1.443, O4 1.211, H8 1.053
2 C 0.612 0.228 0.275  C1 1.443, Cl6 1.777, Cl7 1.731
3 C -1.387 -0.500 0.646  O5 1.137, H9 1.099
4 O 1.040 -0.800 -1.863  C1 1.211
5 O -2.114 0.149 1.231  C3 1.137
6 Cl 0.607 1.930 0.787  C2 1.777
7 Cl 1.465 -0.706 1.457  C2 1.731
8 H 0.306 1.040 -1.510  C1 1.053
9 H -1.201 -1.457 0.140  C3 1.099

Computed properties:
Kohn-Sham gap: 8.81 eV
Total charge: 0
Molar mass: 140.95 g/mol

=====

Entry B
ORCA calculation (ωB97M-V/def2-TZVPD) on 2 unconnected molecules or ions with the total composition C3H2Cl2O2.

Each atom is followed by the atoms it is bonded to, with distances in Å.
Element x y z (Å)
1 C 1.412 0.483 -0.261  O4 1.192, H8 1.046
2 C -0.785 0.926 -0.200  C3 1.569, O5 1.220
3 C -1.671 -0.194 0.449  C2 1.569, Cl6 1.828, Cl7 1.764, H9 1.095
4 O 1.840 -0.164 0.644  C1 1.192
5 O -1.188 1.883 -0.842  C2 1.220
6 Cl -3.434 0.264 0.295  C3 1.828
7 Cl -1.309 -1.642 -0.492  C3 1.764
8 H 1.862 0.841 -1.135  C1 1.046
9 H -1.663 -0.460 1.511  C3 1.095

Computed properties:
Kohn-Sham gap: 8.81 eV
Total charge: 0
Molar mass: 140.95 g/mol

=====

Name the least stable of them. entry B.

=====

Entry A
ORCA calculation (ωB97M-V/def2-TZVPD) on 2 unconnected molecules or ions with the total composition C4H10O.

Each atom is followed by the atoms it is bonded to, with distances in Å.
Element x y z (Å)
1 C 1.596 -0.930 -0.772  O2 1.320, H7 1.082, H8 1.079
2 O 0.924 -0.592 0.313  C1 1.320, C3 1.294
3 C -0.245 -0.038 0.369  O2 1.294, C4 1.485, C5 1.493
4 C -1.103 -0.045 -0.842  C3 1.485, H10 1.105, H11 1.098, H12 1.093
5 C -0.770 0.247 1.737  C3 1.493, H13 1.096, H14 1.093, H15 1.100
6 H 1.607 1.312 -0.866  H9 0.762
7 H 1.064 -1.080 -1.702  C1 1.082
8 H 2.546 -1.396 -0.558  C1 1.079
9 H 1.101 1.724 -0.471  H6 0.762
10 H -1.358 -1.080 -1.134  C4 1.105
11 H -0.601 0.411 -1.706  C4 1.098
12 H -2.034 0.496 -0.653  C4 1.093
13 H -1.243 1.235 1.775  C5 1.096
14 H 0.044 0.223 2.466  C5 1.093
15 H -1.529 -0.488 2.045  C5 1.100

Computed properties:
Kohn-Sham gap (spin up / spin down): 8.13 / 7.93 eV
Total charge: 0
Molar mass: 74.12 g/mol

=====

Entry B
ORCA calculation (ωB97M-V/def2-TZVPD) on C4H10O in the gas phase.

Each atom is followed by the atoms it is bonded to, with distances in Å.
Element x y z (Å)
1 C -1.606 0.932 -0.461  C2 1.538, H5 1.193, H6 1.311, H7 1.234
2 C -0.595 0.608 0.652  C1 1.538, C3 1.542, H8 1.086, H9 1.121
3 C 0.571 -0.366 0.391  C2 1.542, C4 1.553, H10 1.227, O15 1.410
4 C 1.829 0.156 -0.354  C3 1.553, H11 1.070, H12 1.115, H13 1.084
5 H -2.242 1.872 -0.095  C1 1.193
6 H -2.501 0.031 -0.785  C1 1.311
7 H -0.928 1.092 -1.480  C1 1.234
8 H -1.174 0.233 1.491  C2 1.086
9 H -0.112 1.556 1.006  C2 1.121
10 H 0.900 -0.373 1.573  C3 1.227
11 H 2.630 -0.551 -0.411  C4 1.070
12 H 1.480 0.459 -1.369  C4 1.115
13 H 2.258 1.026 0.130  C4 1.084
14 H -1.034 -1.546 0.310  O15 1.111
15 O -0.059 -1.472 -0.217  C3 1.410, H14 1.111

Computed properties:
Kohn-Sham gap: 10.51 eV
Structure (SMILES): CC[C@H](C)O
Total charge: 0
Molar mass: 74.12 g/mol

=====

Entry C
ORCA calculation (ωB97M-V/def2-TZVPD) on 2 unconnected molecules or ions with the total composition C4H10O.

Each atom is followed by the atoms it is bonded to, with distances in Å.
Element x y z (Å)
1 O -2.382 1.027 1.640  C2 1.274
2 C -1.950 -0.171 1.586  O1 1.274, H3 1.134, H4 1.090
3 H -2.510 -1.127 1.347  C2 1.134
4 H -0.900 -0.231 1.869  C2 1.090
5 C 1.590 -0.851 -0.526  C6 1.462, H8 1.074, H9 1.153, H10 1.153
6 C 0.492 -0.031 -1.036  C5 1.462, C7 1.575, H11 1.147, H12 1.099
7 C -0.024 1.214 -0.221  C6 1.575, H13 1.157, H14 1.095, H15 1.177
8 H 1.999 -1.415 -1.343  C5 1.074
9 H 1.221 -1.777 0.054  C5 1.153
10 H 2.447 -0.532 0.176  C5 1.153
11 H -0.442 -0.686 -1.156  C6 1.147
12 H 0.546 0.098 -2.126  C6 1.099
13 H -0.982 1.566 -0.766  C7 1.157
14 H 0.115 0.848 0.802  C7 1.095
15 H 0.782 2.068 -0.302  C7 1.177

Computed properties:
Kohn-Sham gap: 10.71 eV
Structure (SMILES): C=O.CCC
Total charge: 0
Molar mass: 74.12 g/mol

=====

Entry D
ORCA calculation (ωB97M-V/def2-TZVPD) on 2 unconnected molecules or ions with the total composition C4H10O.

Each atom is followed by the atoms it is bonded to, with distances in Å.
Element x y z (Å)
1 C -1.261 -1.094 -0.643  C2 1.510, H5 1.089, H6 1.100, H7 1.090
2 C -1.024 -0.493 0.722  C1 1.510, C3 1.342, C4 1.504
3 C -1.775 0.519 1.183  C2 1.342, H8 1.082, H9 1.077
4 C 0.258 -0.947 1.365  C2 1.504, H10 1.088, H11 1.090, H12 1.093
5 H -0.369 -1.107 -1.268  C1 1.089
6 H -1.932 -0.434 -1.213  C1 1.100
7 H -1.828 -2.025 -0.663  C1 1.090
8 H -1.354 0.969 2.071  C3 1.082
9 H -2.666 0.808 0.651  C3 1.077
10 H 0.266 -0.800 2.442  C4 1.088
11 H 1.132 -0.436 0.961  C4 1.090
12 H 0.295 -2.026 1.196  C4 1.093
13 H 3.225 1.302 -2.765  O15 0.960
14 H 2.331 1.436 -1.434  O15 0.969
15 O 2.999 1.844 -2.005  H13 0.960, H14 0.969

Computed properties:
Kohn-Sham gap: 10.03 eV
Structure (SMILES): C=C(C)C.O
Total charge: 0
Molar mass: 74.12 g/mol

=====

Name the least stable of them. entry A.